1.
Computed, not measured: a molecular structure, C32H23FMnN6O8S2, with ωB97M-V with the def2-TZVPD basis set.

CARTESIAN COORDINATES (ANGSTROEM)
Mn  -0.06436  -0.85133  0.36797
C  -3.93879  -0.53494  2.21526
C  -2.75760  -1.08130  1.73140
N  -1.78726  -0.30285  1.24756
C  -2.01852  1.02777  1.22558
C  -3.18292  1.54887  1.74987
N  -4.14499  0.77371  2.24636
C  -0.97241  1.80822  0.52478
C  -0.93307  3.16976  0.35254
C  0.09802  3.74807  -0.39460
C  1.02535  2.88122  -0.98029
C  0.91358  1.52299  -0.78528
N  -0.04845  1.00881  -0.01242
C  1.81878  0.48496  -1.33322
C  2.75267  0.68804  -2.32662
N  3.52532  -0.30072  -2.77774
C  3.37134  -1.49439  -2.22206
C  2.42618  -1.72292  -1.22763
N  1.64200  -0.74043  -0.79666
C  0.20018  5.21614  -0.55858
C  0.90479  5.77694  -1.61702
C  0.97440  7.15886  -1.72358
N  0.39037  7.98760  -0.85731
C  -0.28283  7.44884  0.15910
C  -0.40145  6.07927  0.34944
H  -4.72831  -1.17428  2.59115
H  -2.58877  -2.14583  1.73852
H  -3.35777  2.61856  1.76927
H  -1.71535  3.78272  0.77837
H  1.85248  3.26411  -1.56128
H  2.88286  1.66008  -2.78833
H  4.00521  -2.29779  -2.57946
H  2.29857  -2.69694  -0.77742
H  1.37583  5.16891  -2.38120
H  1.51919  7.62084  -2.54041
H  -0.74605  8.14186  0.85266
H  -0.93289  5.71523  1.22082
O  -1.57670  -3.71197  -0.12483
S  -1.10321  -4.39773  -1.28022
O  -0.45146  -5.64208  -1.18499
O  0.71984  -2.67583  1.01301
C  -2.33181  -4.22475  -2.52094
C  -3.25239  -5.15832  -2.92666
C  -4.17973  -4.76515  -3.89001
C  -4.16797  -3.48201  -4.42070
C  -3.21680  -2.54573  -4.02458
C  -2.30956  -2.93543  -3.06567
S  -0.90720  -2.01246  -2.54778
O  -0.07546  -3.31102  -2.06219
O  -0.22157  -1.37351  -3.60831
O  -1.17494  -1.16371  -1.38105
H  -3.24326  -6.16277  -2.51937
H  -4.90772  -5.48348  -4.24278
H  -4.89493  -3.20383  -5.17174
H  -3.17474  -1.55925  -4.47190
F  6.17257  -0.18091  3.65859
C  4.90919  -0.34867  3.27652
C  4.18069  0.75652  2.87739
C  2.86006  0.58420  2.49989
C  2.32169  -0.68253  2.53105
C  3.04518  -1.79275  2.91148
C  4.36923  -1.61926  3.28977
H  4.64582  1.73357  2.87749
H  2.25207  1.42852  2.19110
H  2.60879  -2.78644  2.91446
H  4.97611  -2.46046  3.59737
C  -0.52028  -1.73966  4.20566
O  -0.34630  -2.50710  2.97652
C  0.39469  -2.03674  2.02016
O  0.93435  -0.76962  2.21016
H  -1.25237  -2.29320  4.77984
H  -0.87854  -0.73938  3.98944
H  0.42133  -1.69574  4.74429

The orbital gap (spin up / spin down) is 7.5671 / 7.4112 eV. As for the max |F|: 1.243 eV Å⁻¹. Its expectation value of S² is 0.776. The net charge is +2. The calculation puts the HOMO energy (spin up / spin down) at -14.189 / -14.187 eV. Its spin multiplicity is 2.

=====

2.
Computed, not measured: a molecular structure, C32H23N2O6S3SbTi, with ωB97M-V with the def2-TZVPD basis set.

CARTESIAN COORDINATES (ANGSTROEM)
Ti  1.37373  0.38273  2.51630
O  3.97772  0.37556  5.91475
C  3.01554  0.19216  5.02698
O  2.50048  1.02597  4.29080
C  2.52463  -1.22459  4.88672
C  2.82898  -2.36168  5.61014
C  2.20731  -3.56567  5.16242
C  1.24737  -3.59752  4.18128
C  1.01162  -2.36059  3.53346
N  1.62754  -1.25446  3.88938
C  0.00962  -2.13937  2.43737
O  -0.87767  -2.92465  2.28160
O  0.10504  -0.92628  1.88421
H  4.18335  1.30487  6.07708
H  3.42166  -2.45918  6.52190
H  2.46693  -4.41201  5.76058
H  0.67763  -4.44524  3.93398
S  -0.20651  2.28667  2.47940
Sb  -1.04542  1.70049  0.28671
C  0.67529  0.95446  -0.75222
C  1.50938  1.91627  -1.17025
C  2.80359  1.67675  -1.78944
C  3.62327  0.71687  -1.47272
C  3.41490  -0.33525  -0.36768
C  0.82876  -0.48147  -1.07063
C  -1.45676  3.36631  -0.84588
C  -1.73776  4.58415  -0.17057
C  -2.20168  5.66949  -0.93077
C  -2.46416  5.56107  -2.27007
C  -2.22673  4.31491  -2.90124
C  -1.81403  3.20698  -2.16239
C  -2.74035  0.45048  0.01953
C  -3.05861  -0.56397  0.97444
C  -4.14196  -1.37162  0.87756
C  -4.94188  -1.33969  -0.22845
C  -4.68070  -0.40623  -1.16651
C  -3.61902  0.55543  -1.07613
H  1.36687  2.91516  -0.78950
H  3.07256  2.37214  -2.55250
H  4.61577  0.69625  -1.90735
H  4.23809  -1.01025  -0.37459
H  0.21871  -1.01291  -0.33707
H  -1.45628  4.64721  0.89686
H  -2.37569  6.61311  -0.43856
H  -2.78492  6.45879  -2.84963
H  -2.30230  4.29996  -4.02086
H  -1.82836  2.19920  -2.63586
H  -2.40143  -0.62952  1.83048
H  -4.31186  -2.10611  1.66921
H  -5.67787  -2.12302  -0.33851
H  -5.19855  -0.46136  -2.13327
H  -3.43454  1.31902  -1.83994
O  0.04106  -3.25766  -0.28853
S  0.95590  -3.25656  -1.38109
O  1.54107  -4.44422  -1.95536
N  2.33248  -2.34942  -0.86303
C  2.20983  -1.08459  -0.75141
S  3.41536  0.45689  1.34680
C  0.33604  -0.94842  -2.42328
C  0.10859  -0.05748  -3.45241
C  -0.22118  -0.69176  -4.71532
C  -0.48549  -2.05300  -4.85304
C  -0.08126  -2.83760  -3.81256
C  0.31023  -2.30033  -2.64608
H  0.27223  1.00381  -3.36412
H  -0.29145  -0.03184  -5.55146
H  -0.89527  -2.47021  -5.81437
H  -0.10947  -3.92746  -3.82525

The orbital gap (spin up / spin down) is 7.2004 / 7.6050 eV. As for the max |F|: 3.314 eV Å⁻¹. Its expectation value of S² is 0.755. The net charge is +1. The calculation puts the HOMO energy (spin up / spin down) at -11.084 / -11.540 eV. Its spin multiplicity is 2.

=====

3.
Computed, not measured: a molecular structure, C32H23N5O4PtS2, with ωB97M-V with the def2-TZVPD basis set.

CARTESIAN COORDINATES (ANGSTROEM)
Pt  11.98056  2.60976  16.26067
O  10.80899  3.37569  20.07035
C  11.60827  3.57579  19.14140
O  11.89796  2.58342  18.28210
C  12.31696  4.86836  19.03888
C  11.88325  5.92550  19.83066
C  12.30105  7.21009  19.47887
C  13.31114  7.38380  18.49353
C  13.91498  8.64570  18.17276
C  14.91937  8.76437  17.17415
C  15.39826  7.62063  16.55441
C  15.00337  6.33433  17.01467
C  13.89352  6.17383  17.88004
N  13.34947  4.98772  18.18044
H  11.22900  5.67795  20.66462
H  11.89944  8.10731  20.00131
H  13.63324  9.51713  18.78981
H  15.25736  9.77398  16.96899
H  16.16950  7.61625  15.76228
H  15.46949  5.40768  16.58450
O  12.20916  4.40437  12.34844
S  11.42097  3.49709  13.14668
O  10.23324  3.92919  13.86257
N  12.41271  2.88912  14.36164
C  13.71233  2.64850  14.02446
C  14.29549  2.59941  12.73753
C  15.64889  2.34201  12.64911
C  16.54120  2.35519  13.74383
C  16.06280  2.63049  15.04816
C  16.80390  2.81367  16.20808
C  16.11005  2.57897  17.38816
C  14.74454  2.54147  17.49715
N  14.01610  2.63556  16.33278
C  14.58905  2.68047  15.13059
C  10.83039  2.20506  12.09359
C  9.80238  1.40564  12.48292
C  9.55706  0.22028  11.71451
C  10.42167  -0.11053  10.66292
C  11.39141  0.81419  10.18080
C  11.50585  2.02730  10.85552
H  13.71737  2.68060  11.83763
H  16.02391  2.23212  11.63341
H  17.60641  2.09735  13.56743
H  17.87159  2.96768  16.09935
H  16.65636  2.40234  18.34195
H  14.14803  2.46885  18.39569
H  9.13136  1.66940  13.33186
H  8.75900  -0.43820  11.98011
H  10.30194  -0.94456  10.06263
H  11.99070  0.58671  9.29760
H  12.12656  2.85615  10.49700
N  10.20017  -0.14348  16.02239
C  9.46647  0.94361  16.24022
N  9.99560  2.20109  16.28152
C  8.99578  3.16526  16.40877
C  9.22614  4.48991  16.85498
C  8.11802  5.22293  17.20686
C  6.81603  4.70313  17.06592
C  6.54380  3.41791  16.48551
C  7.67336  2.60473  16.30177
S  7.71514  0.83957  16.08805
H  11.19965  -0.13453  16.30699
H  9.71863  -1.03969  16.04802
H  10.23376  4.90632  16.92637
H  8.27247  6.14026  17.81038
H  6.03638  5.29816  17.44156
H  5.52245  3.06576  16.51076

The orbital gap (spin up / spin down) is 2.9447 / 3.2488 eV. As for the max |F|: 3.299 eV Å⁻¹. Its expectation value of S² is 2.046. The calculation puts the HOMO energy (spin up / spin down) at -4.316 / -6.827 eV. Its spin multiplicity is 3.

=====

Results for molar mass: 757.64; 797.37; 800.78 (in g mol⁻¹, following the order of the records).
Results for energy relative to the best compared isomer or geometry (same formula, charge and spin): 0.0; 54.9; 0.0 (in kcal/mol, following the order of the records).